Computed, not measured: a cluster of 8 separate species, C24H55Cl10N3O7 in total, with ωB97M-V/def2-TZVPD.

XYZ file:
```
99
Properties=species:S:1:pos:R:3
C -4.646 0.355 -7.080
C -6.068 0.946 -6.977
C -7.204 -0.071 -6.724
O -8.454 0.490 -6.369
C -9.562 -0.363 -6.772
N -5.946 1.995 -5.883
H -6.768 2.582 -5.880
H -5.867 1.634 -4.943
H -5.167 2.615 -6.059
H -4.541 -0.434 -6.335
H -3.780 0.981 -6.864
H -4.454 -0.186 -8.006
H -6.412 1.456 -7.877
H -6.991 -0.756 -5.903
H -7.251 -0.733 -7.589
H -9.408 -0.940 -7.683
H -10.501 0.190 -6.745
H -9.657 -0.931 -5.847
C 2.612 6.088 -1.051
C 2.368 5.467 -2.479
C 3.340 4.271 -2.784
O 3.259 3.973 -4.225
C 4.246 3.087 -4.759
N 0.932 5.008 -2.739
H 0.644 5.027 -3.707
H 0.877 4.153 -2.205
H 0.269 5.731 -2.499
H 2.302 5.403 -0.262
H 1.984 6.971 -0.931
H 3.640 6.440 -0.962
H 2.622 6.233 -3.211
H 3.158 3.382 -2.181
H 4.364 4.600 -2.606
H 4.107 2.768 -5.792
H 4.109 2.141 -4.235
H 5.256 3.454 -4.578
Cl -1.344 -0.290 -0.595
O -0.550 -0.270 -1.801
O -1.379 -1.626 -0.102
O -0.634 0.684 0.259
O -2.703 0.105 -0.855
C 7.210 2.172 4.445
C 5.866 1.414 4.590
C 6.349 0.002 4.963
C 5.102 -0.794 5.387
C 4.423 -0.119 6.492
C 3.965 1.342 6.172
N 5.092 2.162 5.609
O 4.783 3.575 5.383
C 2.669 1.339 5.338
C 3.552 1.884 7.605
C 5.163 1.401 3.224
H 7.749 2.164 5.392
H 7.020 3.171 4.051
H 7.911 1.635 3.805
H 6.689 -0.559 4.093
H 7.153 0.063 5.696
H 5.482 -1.764 5.708
H 4.368 -0.989 4.605
H 5.144 -0.135 7.309
H 3.609 -0.835 6.598
H 2.384 0.436 4.798
H 1.758 1.432 5.929
H 2.792 2.182 4.659
H 2.970 2.802 7.533
H 2.968 1.140 8.146
H 4.422 1.984 8.255
H 4.385 0.639 3.185
H 5.854 1.252 2.394
H 4.657 2.334 2.976
Cl 5.700 -5.056 -0.206
C 4.904 -3.730 -1.210
C 4.214 -4.291 -2.504
Cl 5.373 -5.195 -3.461
H 5.702 -3.028 -1.454
H 4.162 -3.269 -0.558
H 3.694 -3.570 -3.135
H 3.375 -4.935 -2.244
Cl -7.810 -4.584 -1.918
C -6.255 -5.273 -2.482
C -5.783 -6.467 -1.633
Cl -6.918 -7.864 -1.805
H -5.577 -4.420 -2.446
H -6.422 -5.700 -3.471
H -5.730 -6.122 -0.601
H -4.813 -6.918 -1.845
Cl -7.266 -2.925 4.086
C -6.115 -1.842 3.267
C -5.684 -0.836 4.260
Cl -6.993 0.182 4.924
H -6.466 -1.459 2.309
H -5.205 -2.388 3.018
H -5.048 -0.116 3.744
H -5.053 -1.236 5.054
C -0.441 -6.338 3.890
Cl 1.230 -6.562 4.375
Cl -1.290 -5.216 4.951
Cl -1.328 -7.878 3.709
H -0.448 -5.926 2.881
```

The value obtained for the molar mass is 852.25 g mol⁻¹. The value obtained for the HOMO energy is -0.3651 hartree. The LUMO energy is -3.42 eV. As for the frontier orbital gap: 6.52 eV. Its multiplicity is 2. The charge is +1. The calculation puts the relative energy (zero: lowest compared OMol25 entry of this formula, charge and spin) at 0.0 kJ/mol. The calculation puts the total energy at -169785.595 eV.

=====

Computed, not measured: a structure of composition C35H43AsN6O2Si2Ti, with ωB97M-V/def2-TZVPD.

XYZ file:
```
90
Properties=species:S:1:pos:R:3
Ti -0.349 0.026 0.972
C 5.394 -0.746 1.739
C 4.533 -1.826 1.592
C 3.183 -1.691 1.879
C 2.648 -0.474 2.307
C 3.525 0.606 2.451
C 4.877 0.471 2.174
N 1.273 -0.376 2.546
C 0.878 -0.151 3.818
C 1.702 0.060 4.950
C 1.156 0.218 6.214
C -0.222 0.155 6.425
C -1.057 -0.086 5.344
C -0.529 -0.233 4.062
N -1.250 -0.532 2.938
N -2.490 -0.960 3.096
C -3.004 -1.317 1.905
C -4.267 -1.960 1.844
C -4.702 -2.472 0.655
C -3.900 -2.341 -0.493
C -2.723 -1.639 -0.379
N -2.284 -1.105 0.769
H 6.448 -0.845 1.509
H 4.912 -2.779 1.238
H 2.501 -2.524 1.751
H 3.118 1.563 2.756
H 5.532 1.330 2.278
H 2.777 0.093 4.828
H 1.821 0.387 7.055
H -0.636 0.290 7.418
H -2.129 -0.167 5.464
H -4.831 -2.055 2.762
H -5.657 -2.984 0.598
H -4.204 -2.742 -1.449
H -2.094 -1.458 -1.242
C -0.078 4.203 2.199
C 0.357 2.967 1.448
O -0.379 1.948 1.646
C 1.480 3.016 0.647
C 2.031 1.911 -0.064
C 3.318 2.128 -0.814
N 1.467 0.738 -0.070
N 2.143 -0.241 -0.781
C 1.516 -1.373 -0.734
O 0.387 -1.582 -0.147
C 2.162 -2.528 -1.421
C 1.486 -3.741 -1.506
C 2.069 -4.834 -2.134
C 3.340 -4.730 -2.681
C 4.023 -3.521 -2.593
C 3.440 -2.430 -1.968
H -0.033 3.999 3.271
H -1.117 4.426 1.949
H 0.547 5.066 1.965
H 2.005 3.958 0.570
H 3.727 3.111 -0.579
H 3.138 2.058 -1.889
H 4.035 1.351 -0.553
H 0.498 -3.799 -1.067
H 1.529 -5.772 -2.196
H 3.797 -5.583 -3.169
H 5.018 -3.435 -3.014
H 3.958 -1.484 -1.881
C -4.335 1.884 0.147
Si -3.578 1.818 -1.577
C -3.981 3.477 -2.398
C -4.636 0.574 -2.540
As -1.317 1.483 -1.350
Si -0.819 0.647 -3.436
C -1.187 -1.185 -3.721
C 1.020 0.854 -3.782
C -1.676 1.559 -4.862
H -5.397 2.151 0.116
H -3.809 2.616 0.764
H -4.236 0.911 0.635
H -5.057 3.685 -2.361
H -3.666 3.474 -3.444
H -3.448 4.286 -1.892
H -5.638 0.974 -2.732
H -4.741 -0.350 -1.968
H -4.182 0.324 -3.501
H -0.703 -1.774 -2.936
H -0.813 -1.537 -4.689
H -2.262 -1.381 -3.676
H 1.605 0.307 -3.039
H 1.294 1.911 -3.724
H 1.278 0.479 -4.779
H -2.763 1.475 -4.815
H -1.342 1.156 -5.824
H -1.420 2.620 -4.824
```

The value obtained for the molar mass is 758.73 g mol⁻¹. The value obtained for the HOMO energy (spin up / spin down) is -0.0290 / -0.0443 hartree. The LUMO energy (spin up / spin down) is 4.53 / 4.52 eV. As for the frontier orbital gap (spin up / spin down): 5.32 / 5.73 eV. Its multiplicity is 3. The charge is -2. The calculation puts the relative energy (zero: lowest compared OMol25 entry of this formula, charge and spin) at 14.8 kJ/mol. The calculation puts the total energy at -149744.485 eV.

=====

Computed, not measured: an isolated molecule of C5H8O, with ωB97M-V/def2-TZVPD.

XYZ file:
```
14
Properties=species:S:1:pos:R:3
C -1.839 0.283 -0.630
C -0.467 0.143 -0.037
C 0.584 0.909 -0.307
C 1.806 0.224 0.252
O 1.429 -1.172 0.139
C 0.098 -1.090 0.676
H -2.144 -0.649 -1.124
H -1.816 1.065 -1.397
H -2.625 0.544 0.088
H 0.605 1.712 -1.034
H 1.959 0.432 1.332
H 2.734 0.528 -0.252
H 0.244 -0.974 1.764
H -0.568 -1.953 0.528
```

The value obtained for the molar mass is 84.12 g mol⁻¹. The value obtained for the HOMO energy is -0.3383 hartree. The LUMO energy is 1.06 eV. As for the frontier orbital gap: 10.27 eV. Its multiplicity is 1. The calculation puts the relative energy (zero: lowest compared OMol25 entry of this formula, charge and spin) at 155.1 kJ/mol. The calculation puts the total energy at -7360.648 eV.

=====

Computed, not measured: a cluster of 2 separate species, C4H9Cl2NO2Si in total, with ωB97M-V/def2-TZVPD.

XYZ file:
```
19
Properties=species:S:1:pos:R:3
C -2.296 0.109 -1.219
C 2.147 -0.119 1.787
C -0.905 -0.359 -1.278
C -0.326 -0.674 0.009
N -0.333 1.520 0.611
O -0.631 1.728 1.768
O 0.100 2.276 -0.230
Si 1.597 -0.859 0.226
Cl 2.434 -0.027 -1.450
Cl 1.971 -2.829 0.021
H -2.358 1.067 -0.860
H -2.703 0.036 -2.280
H -3.102 -0.421 -0.597
H 2.841 -0.713 2.251
H 2.610 0.929 1.642
H 1.245 0.199 2.373
H -0.320 0.374 -1.665
H -0.911 -1.276 -1.872
H -1.058 -0.959 0.765
```

The value obtained for the molar mass is 202.11 g mol⁻¹. The value obtained for the HOMO energy (spin up / spin down) is -0.3370 / -0.3371 hartree. The LUMO energy (spin up / spin down) is -0.90 / -0.90 eV. As for the frontier orbital gap (spin up / spin down): 8.27 / 8.28 eV. Its multiplicity is 1. The calculation puts the relative energy (zero: lowest compared OMol25 entry of this formula, charge and spin) at 210.1 kJ/mol. The calculation puts the total energy at -42799.879 eV.